[1]
{
  "formula": "C33H36Cl2IrN4O3S",
  "method": "the ωB97M-V functional and the def2-TZVPD basis",
  "total_charge": 2,
  "e_above_lowest_kcal_mol": 0.00,
  "fmax_ev_per_a": 1.32,
  "gap_ev": [6.42, 3.90],
  "multiplicity": 6,
  "homo_energy_ev": [-12.753, -13.262],
  "elements": ["Ir", "Cl", "C", "Cl", "H", "H", "C", "C", "N", "C", "C", "C", "S", "N", "C", "O", "C", "C", "C", "C", "C", "C", "H", "H", "H", "H", "H", "H", "H", "H", "H", "H", "H", "H", "H", "H", "H", "N", "C", "N", "C", "C", "O", "C", "C", "H", "H", "H", "H", "H", "H", "H", "H", "O", "C", "C", "C", "C", "C", "C", "C", "C", "C", "C", "C", "C", "C", "C", "C", "H", "H", "H", "H", "H", "H", "H", "H", "H", "H", "H"],
  "coordinates": [[-0.49037, 0.62675, -0.04484], [0.68660, 3.34247, 0.75029], [-0.84462, 4.18445, 0.39227], [-1.95517, 3.10635, -0.47521], [-0.62619, 5.03904, -0.23571], [-1.30205, 4.47298, 1.33051], [0.64380, -0.55322, 5.78396], [-0.47344, 0.31585, 5.22192], [-1.42671, -0.44161, 4.41004], [-2.46216, -1.17667, 5.15482], [-3.74626, -0.37490, 5.31930], [-1.45808, -0.43638, 3.08420], [-0.08131, 0.33585, 2.28062], [-2.43545, -1.09202, 2.49036], [-2.83278, -0.95769, 1.23840], [-2.45979, -0.03528, 0.43776], [-3.84114, -1.91630, 0.75124], [-4.04535, -2.03849, -0.62397], [-4.96147, -2.95510, -1.10769], [-5.68811, -3.73950, -0.22054], [-5.49795, -3.60871, 1.14895], [-4.57321, -2.70319, 1.63802], [1.28781, 0.05620, 6.41733], [1.24680, -0.97590, 4.97869], [0.25536, -1.37044, 6.39068], [-0.05139, 1.11886, 4.62472], [-1.04019, 0.77387, 6.03424], [-2.03830, -1.40794, 6.13079], [-2.65754, -2.10869, 4.63023], [-3.56933, 0.54996, 5.86920], [-4.47039, -0.96664, 5.87825], [-4.17548, -0.13111, 4.34841], [-3.47898, -1.41137, -1.29909], [-5.11486, -3.05710, -2.17348], [-6.40801, -4.45270, -0.59927], [-6.07417, -4.21555, 1.83400], [-4.41944, -2.58813, 2.70179], [-0.39827, 0.59198, -1.95752], [0.51302, 0.81674, -2.85142], [0.64594, 0.05646, -3.93529], [1.66312, 0.19419, -4.97246], [0.97533, 0.42200, -6.32006], [0.06584, -0.61609, -6.58739], [-0.93644, -0.71449, -5.59839], [-0.31828, -1.00880, -4.23267], [2.21483, -0.74762, -5.01959], [2.36094, 0.99508, -4.74721], [1.70950, 0.41991, -7.12327], [0.46138, 1.39409, -6.30688], [-1.59791, -1.52532, -5.89433], [-1.51590, 0.21717, -5.54360], [0.20841, -1.96385, -4.27479], [-1.07387, -1.04530, -3.45315], [1.04454, -1.59308, -0.68125], [1.24946, -0.45756, -0.38955], [2.32672, 3.62307, -4.36796], [1.26552, 2.99785, -3.79341], [1.40117, 2.05507, -2.64109], [2.82384, 1.78750, -2.21317], [3.85187, 2.47318, -2.86291], [3.63643, 3.36686, -3.91291], [3.22198, 1.01938, -1.09826], [2.59616, 0.14513, -0.19477], [3.31639, -0.33904, 0.95582], [4.50416, 0.30587, 1.41594], [5.15897, -0.13326, 2.53496], [4.66329, -1.22408, 3.26021], [3.50285, -1.87442, 2.83552], [2.83603, -1.44696, 1.71524], [2.17616, 4.31985, -5.18194], [0.25460, 3.19260, -4.13184], [0.90868, 2.54908, -1.79219], [4.86804, 2.30405, -2.52507], [4.47326, 3.87499, -4.37054], [4.28884, 1.09415, -0.93155], [4.90532, 1.16961, 0.90786], [6.06146, 0.36848, 2.85544], [5.17986, -1.55830, 4.14997], [3.12764, -2.72605, 3.38613], [1.95850, -1.98810, 1.39820]],
  "forces_ev_per_a": [[0.1816, -0.9864, 0.4316], [0.0961, 0.1576, -0.0652], [-0.0840, -0.1323, -0.0310], [-0.1538, 0.3282, 0.0206], [0.0050, 0.0011, 0.0057], [0.0274, -0.0202, 0.0180], [-0.0298, 0.0233, -0.0484], [0.1894, -0.0794, 0.1204], [-0.1121, 0.0894, -0.1124], [-0.2026, 0.0631, 0.0741], [0.0882, -0.0338, -0.0361], [0.1748, 0.0506, -0.1383], [0.1860, 0.2193, -0.5910], [-0.1675, -0.2077, -0.1060], [0.0782, -0.1239, 0.4830], [0.3612, 0.3263, -0.6556], [0.0302, 0.0774, -0.1776], [-0.0437, 0.0092, 0.0340], [0.0103, 0.0182, 0.0046], [0.0147, 0.0131, -0.0196], [-0.0183, -0.0314, 0.0212], [0.0209, -0.0040, 0.0095], [0.0215, -0.0206, 0.0033], [-0.0059, 0.0060, -0.0118], [-0.0078, -0.0083, -0.0045], [-0.0782, 0.0670, 0.0050], [-0.0347, -0.0111, -0.0372], [0.0547, -0.0329, -0.0195], [0.0432, -0.0057, 0.0136], [-0.0075, 0.0064, -0.0011], [-0.0144, 0.0289, 0.0110], [-0.0134, -0.0045, -0.0010], [-0.0061, -0.0087, -0.0110], [-0.0098, -0.0089, 0.0025], [-0.0061, -0.0006, 0.0091], [0.0005, 0.0056, 0.0039], [0.0028, -0.0164, -0.0063], [-0.5013, 0.3670, 0.7538], [0.3738, -0.2186, -0.4344], [-0.0873, 0.1168, 0.3466], [0.0521, -0.0103, -0.3028], [0.0135, 0.0265, 0.1711], [-0.0171, -0.0270, -0.0614], [0.0531, 0.0411, 0.1383], [-0.1250, -0.0924, -0.2200], [0.0274, 0.0099, 0.0636], [-0.0322, -0.0467, 0.0323], [0.0126, 0.0170, 0.0078], [-0.0168, -0.0121, -0.0397], [-0.0092, -0.0034, 0.0075], [-0.0049, -0.0085, -0.0413], [0.0520, 0.0242, 0.0935], [0.0159, 0.0023, 0.0247], [0.5098, -0.1525, -0.1338], [-1.2552, 0.3501, 0.2238], [0.2347, 0.0446, 0.0486], [-0.0696, 0.0063, 0.1076], [-0.0563, -0.1481, 0.0106], [-0.0035, 0.1581, -0.2879], [-0.1387, -0.2894, 0.3200], [-0.1217, 0.2400, -0.2917], [0.0492, -0.1647, 0.1189], [0.5339, -0.2388, 0.3401], [-0.0981, 0.2343, -0.2557], [0.0797, -0.0321, 0.0878], [0.0224, 0.0625, -0.0713], [-0.0370, 0.0096, -0.0225], [-0.0121, -0.0223, 0.0002], [0.0160, -0.1344, 0.0877], [-0.0385, 0.0026, 0.0083], [0.0131, 0.0128, -0.0322], [-0.0260, 0.0446, 0.0058], [0.0088, 0.0435, -0.0216], [0.0259, -0.0403, 0.0163], [0.0317, 0.0080, 0.0393], [-0.0564, 0.0426, -0.0515], [-0.0148, -0.0061, 0.0467], [0.0125, -0.0259, -0.0128], [0.0138, -0.0043, 0.0049], [-0.0210, 0.0600, -0.0229]],
  "lowdin_spin": [1.7131, 0.0713, 0.0030, 0.0222, 0.0005, 0.0002, 0.0007, 0.0038, 0.0117, 0.0012, 0.0007, 0.0211, 0.1490, 0.0206, 0.0138, 0.1626, 0.0047, 0.0030, -0.0002, 0.0033, 0.0004, 0.0028, 0.0001, -0.0001, 0.0001, 0.0023, 0.0005, 0.0003, 0.0002, 0.0000, 0.0000, 0.0000, 0.0001, -0.0001, 0.0002, 0.0000, 0.0002, 0.5056, 0.1181, 0.0925, 0.0128, 0.0071, 0.0028, 0.0043, 0.0163, 0.0029, 0.0037, 0.0005, 0.0012, 0.0004, -0.0001, 0.0020, 0.0059, 0.0209, 0.0405, 0.0464, 0.2619, 0.0763, 0.1628, 0.1259, 0.2655, 0.2143, 0.2144, 0.1135, 0.0948, 0.0135, 0.1805, 0.0069, 0.1071, -0.0032, 0.0095, 0.0334, 0.0005, 0.0115, 0.0036, 0.0032, -0.0020, 0.0082, -0.0023, 0.0028]
}

[2]
{
  "formula": "C4H3O4Rh",
  "method": "the ωB97M-V functional and the def2-TZVPD basis",
  "total_charge": 2,
  "fmax_ev_per_a": 5.46,
  "gap_ev": [8.47, 6.69],
  "multiplicity": 5,
  "homo_energy_ev": [-18.251, -19.346],
  "elements": ["C", "C", "H", "O", "C", "O", "H", "O", "C", "O", "Rh", "H"],
  "coordinates": [[-3.52861, -0.13232, 1.13795], [-3.71289, -0.43062, 2.42058], [-4.62005, -0.93236, 2.76682], [-2.82775, 1.16052, -0.50396], [-2.41211, 0.33660, 0.33507], [-1.45249, -0.53414, 0.03304], [-4.31825, 0.55587, 0.47172], [-2.74008, -0.33800, 3.36998], [-3.06861, -0.69167, 4.62254], [-2.18958, -0.46527, 5.48287], [-3.79043, -1.21195, 6.34331], [-1.82080, -1.42175, -0.06911]],
  "forces_ev_per_a": [[-2.1419, 4.6046, -1.9970], [0.0008, -0.9851, 1.3137], [-0.1600, 0.6472, -0.1521], [2.0200, 1.6785, -0.1124], [-0.4315, -4.5304, -1.2227], [0.5391, 2.4550, -0.1563], [0.0822, -3.2490, 2.3471], [-0.4718, -0.2939, -0.5650], [2.6568, 1.2474, -1.0693], [0.9735, 0.5568, -1.9291], [-3.0788, -1.6619, 3.2074], [0.0115, -0.4692, 0.3356]],
  "nbo_charge": [-0.4180, 0.3159, 0.2434, -0.0113, 0.7658, -0.5833, 0.3478, -0.4219, 0.4320, -0.4939, 1.2719, 0.5515]
}

Which formula does entry 2 have? C4H3O4Rh